Entry one
{
  "formula": "C7H10O3",
  "method": "the ωB97M-V functional and the def2-TZVPD basis",
  "elements": ["C", "C", "C", "C", "C", "O", "O", "C", "C", "O", "H", "H", "H", "H", "H", "H", "H", "H", "H", "H"],
  "coordinates": [[-0.64844, 0.15620, -0.08874], [-0.33688, -1.06656, 0.78646], [-1.91360, 0.88834, 0.34866], [1.25822, 1.69152, -1.05084], [0.60173, 1.05932, 0.15641], [-0.83951, -0.22656, -1.45035], [-1.13944, -2.16191, 0.42754], [1.20060, -1.36311, 0.48875], [2.25891, -1.91883, 0.34844], [0.84561, 1.49810, 1.29190], [-0.89923, -1.20108, -1.47470], [-0.77753, -2.94428, 0.87959], [-0.39355, -0.84636, 1.85618], [-1.81753, 1.28798, 1.36224], [-2.10333, 1.73192, -0.32400], [-2.78118, 0.22234, 0.30936], [1.04980, 2.76421, -1.03662], [0.90068, 1.29379, -2.00021], [2.33535, 1.52330, -0.98759], [3.19933, -2.38831, 0.15751]],
  "orbital_gap_ha": 0.3709,
  "e_homo_ev": -9.51,
  "smiles": "C#C[C@H](O)[C@](C)(O)C(C)=O",
  "spin_multiplicity": 1
}

Entry two
{
  "formula": "C7H10O3",
  "method": "the ωB97M-V functional and the def2-TZVPD basis",
  "elements": ["O", "C", "O", "C", "C", "C", "C", "C", "C", "H", "H", "H", "H", "H", "H", "H", "H", "H", "O", "H"],
  "coordinates": [[1.73875, 3.69098, -3.64722], [1.51387, 2.64093, -3.09587], [2.50974, 2.13567, -1.90862], [2.64244, 0.71873, -2.04314], [1.48513, 0.20918, -2.90508], [0.19333, -0.09074, -2.17924], [-0.86148, 0.42337, -2.82306], [-0.45374, 1.29400, -3.98602], [1.07900, 1.38139, -3.83355], [3.60025, 0.54240, -2.54976], [2.66157, 0.26266, -1.04474], [1.82472, -0.66718, -3.47721], [0.15396, -0.60581, -1.21748], [-1.89925, 0.31283, -2.50537], [-0.72084, 0.80717, -4.93638], [-0.92867, 2.28548, -3.98246], [1.60350, 1.35942, -4.79675], [1.37214, 2.66606, -0.75359], [0.38525, 3.20084, -1.18783], [-0.27261, 2.51429, -1.01994]],
  "orbital_gap_ha": 0.3858,
  "e_homo_ev": -9.83,
  "smiles": "O=C1OC[C@H]2C=CC[C@@H]12.O",
  "spin_multiplicity": 1
}

Preferred: entry two; penalty for the next structure: 0.475 eV.

Entry one
{
  "formula": "C7H12N2O2",
  "method": "the ωB97M-V functional and the def2-TZVPD basis",
  "elements": ["C", "C", "C", "C", "C", "C", "C", "H", "H", "H", "H", "H", "H", "H", "H", "H", "H", "H", "H", "N", "N", "O", "O"],
  "coordinates": [[-0.69572, 2.51898, -0.00820], [1.80320, 0.06185, -0.65905], [3.00063, -0.48712, -0.01090], [-0.43986, -2.37050, 0.03206], [-1.41086, -1.23897, -0.16969], [-1.97659, -0.55430, 1.02781], [-2.84216, 0.45272, 0.89634], [-1.55508, 2.78859, -0.64732], [-0.07092, 3.41997, 0.15501], [-1.07833, 2.17278, 0.96867], [-0.20957, 1.13961, -1.58360], [1.50770, -0.35394, -1.63018], [3.50703, -1.28593, -0.59437], [0.49331, -2.12879, -0.46289], [-0.84257, -3.26616, -0.43930], [-0.25239, -2.57969, 1.09314], [-1.66121, -0.90495, 2.00255], [-3.13559, 0.77189, -0.08532], [-3.26597, 0.96120, 1.75354], [0.05846, 1.47239, -0.66459], [1.12560, 0.98479, -0.08242], [3.44000, -0.13801, 1.06607], [-1.73459, -0.89084, -1.30996]],
  "orbital_gap_ha": 0.3157,
  "e_homo_ev": -8.71,
  "smiles": "CN/N=C/C=O.C=CC(C)=O",
  "spin_multiplicity": 1
}

Entry two
{
  "formula": "C7H12N2O2",
  "method": "the ωB97M-V functional and the def2-TZVPD basis",
  "elements": ["C", "C", "C", "C", "C", "C", "C", "H", "H", "H", "H", "H", "H", "H", "H", "H", "H", "H", "H", "N", "N", "O", "O"],
  "coordinates": [[-3.59963, -0.84007, -0.15008], [-1.10245, 0.07288, -0.03943], [0.66350, -1.27282, 0.07414], [1.51740, -0.02648, -0.39103], [1.04739, 1.02274, 0.50394], [-0.50147, 1.40055, 0.06332], [3.08523, -0.44679, -0.11353], [-3.43208, -1.57341, -1.15355], [-3.45843, -1.65283, 0.86402], [-4.44737, -0.31065, -0.25511], [-3.22491, 1.24831, 0.17499], [0.72302, -1.50126, 1.12988], [0.95170, -2.29431, -0.59605], [1.39558, 0.12733, -1.27723], [1.14658, 1.01148, 1.44137], [1.52748, 2.05250, 0.35400], [-0.84909, 2.29392, 1.07772], [-0.30188, 1.89183, -1.10021], [4.93621, 0.38835, -0.31289], [-2.52284, 0.32662, -0.08679], [-0.77537, -1.12233, -0.11121], [3.78910, 0.52065, -0.55985], [3.43235, -1.31620, 0.46358]],
  "orbital_gap_ha": 0.3193,
  "e_homo_ev": -8.32,
  "spin_multiplicity": 1
}

Preferred: entry one; penalty for the next structure: 5.005 eV.

Entry one
{
  "formula": "C2H8NO4",
  "method": "the ωB97M-V functional and the def2-TZVPD basis",
  "elements": ["O", "C", "N", "C", "O", "H", "H", "H", "H", "H", "H", "O", "H", "H", "O"],
  "coordinates": [[1.44493, 3.43062, 0.41483], [0.87757, 2.34695, 0.37437], [0.50280, 1.76676, -0.77226], [-0.28545, 0.50912, -0.76785], [0.41056, -0.52118, -0.17673], [0.63791, 1.75629, 1.25660], [0.69574, 2.16457, -1.67049], [-0.42831, 0.23617, -1.82103], [-1.21307, 0.66408, -0.20049], [-0.23028, -3.32648, -1.18043], [-0.17611, -1.83666, -0.42471], [-0.67237, -2.77626, -0.52273], [-0.99556, -2.09731, 1.82999], [-0.04112, -0.98231, 1.43500], [-0.52724, -1.33437, 2.22592]],
  "orbital_gap_ha": 0.3164,
  "total_charge": -1,
  "e_homo_ev": -4.61,
  "spin_multiplicity": 1
}

Entry two
{
  "formula": "C2H8NO4",
  "method": "the ωB97M-V functional and the def2-TZVPD basis",
  "elements": ["C", "N", "C", "O", "O", "H", "H", "H", "H", "H", "H", "O", "H", "H", "O"],
  "coordinates": [[2.31641, -0.47835, 0.05587], [1.04315, -1.14682, 0.23678], [0.06386, -0.42299, 1.06010], [-1.00886, -0.09698, 0.47643], [0.47142, -0.12389, 2.18004], [2.28271, 0.53094, 0.47076], [2.67691, -0.52357, -0.96980], [3.11561, -0.96559, 0.63627], [0.67551, -1.54050, -0.62057], [-1.88261, 2.50760, 0.19038], [-0.74576, 1.72747, -0.46315], [-1.10978, 2.62475, -0.36877], [-1.91691, -0.93322, -1.06722], [-3.10209, -0.21399, -0.61614], [-2.87958, -0.94487, -1.20098]],
  "orbital_gap_ha": 0.3101,
  "total_charge": -1,
  "e_homo_ev": -4.48,
  "spin_multiplicity": 1
}

Preferred: entry two; penalty for the next structure: 0.606 eV.

Entry one
{
  "formula": "C20H27N3O3S",
  "method": "the ωB97M-V functional and the def2-TZVPD basis",
  "elements": ["C", "C", "C", "O", "C", "C", "C", "C", "C", "C", "C", "C", "C", "N", "C", "O", "C", "H", "H", "S", "H", "N", "N", "C", "O", "H", "C", "C", "H", "H", "H", "C", "C", "C", "H", "H", "H", "H", "H", "H", "H", "H", "H", "H", "H", "H", "H", "H", "H", "H", "H", "H", "H", "H"],
  "coordinates": [[5.62703, 1.96267, 0.18684], [5.88883, 0.47226, 0.00846], [5.20889, -0.34385, 1.11064], [3.80151, -0.23791, 1.07208], [3.08804, -0.92240, 0.14593], [3.60388, -1.85368, -0.74767], [2.76968, -2.50738, -1.63949], [1.41373, -2.24810, -1.65298], [0.89051, -1.32059, -0.76645], [1.70667, -0.65283, 0.13132], [1.17721, 0.39133, 1.07041], [-0.28499, 0.30653, 1.31006], [-1.34763, 1.02762, 0.85068], [-1.45322, 2.10247, -0.01005], [-0.59964, 2.67164, -0.92174], [-0.97947, 3.63673, -1.54643], [0.75744, 2.05824, -1.09421], [0.69990, 1.02467, -1.43945], [1.32163, 2.65724, -1.80743], [1.67757, 2.05745, 0.47870], [-2.33087, 2.60676, 0.04702], [-2.52125, 0.60748, 1.46433], [-2.17036, -0.51588, 2.21148], [-0.80045, -0.67837, 2.25297], [-0.22211, -1.48637, 2.94825], [-2.78041, -0.80336, 2.96070], [-3.80835, 0.54581, 0.77400], [-4.91511, 0.33261, 1.80425], [-4.76161, 0.99001, 2.65707], [-5.88009, 0.56579, 1.36482], [-4.93667, -0.69872, 2.14765], [-3.78481, -0.53761, -0.31353], [-5.05576, -0.57430, -1.15833], [-4.92693, -1.57304, -2.30216], [-4.10547, -1.29868, -2.96017], [-4.73790, -2.57222, -1.91632], [-5.84157, -1.59900, -2.88897], [-5.90653, -0.85337, -0.53540], [-5.24857, 0.42080, -1.56610], [-3.62637, -1.51028, 0.15788], [-2.93215, -0.34492, -0.97099], [-3.96591, 1.52146, 0.30197], [1.69690, 0.28979, 2.02819], [-0.17418, -1.13148, -0.75840], [0.76396, -2.76115, -2.34524], [3.19124, -3.22688, -2.32556], [4.65754, -2.08346, -0.75718], [5.52197, -1.39462, 1.07382], [5.48189, 0.06203, 2.08886], [6.96116, 0.26947, 0.04064], [5.51019, 0.15169, -0.96421], [6.06981, 2.31829, 1.11437], [6.05400, 2.52633, -0.63890], [4.55720, 2.15325, 0.22400]],
  "orbital_gap_ha": 0.3262,
  "e_homo_ev": -8.31,
  "smiles": "CCCOc1ccccc1[C@H]1SCC(=O)Nc2c1c(=O)[nH]n2[C@H](C)CCC",
  "spin_multiplicity": 1
}

Entry two
{
  "formula": "C20H27N3O3S",
  "method": "the ωB97M-V functional and the def2-TZVPD basis",
  "elements": ["C", "N", "S", "O", "O", "C", "C", "C", "C", "C", "C", "C", "C", "N", "C", "H", "H", "H", "H", "H", "H", "C", "C", "O", "N", "H", "C", "C", "H", "C", "C", "H", "H", "C", "H", "C", "C", "H", "H", "C", "H", "H", "H", "H", "H", "H", "H", "H", "H", "H", "H", "H", "H", "H"],
  "coordinates": [[1.48456, 3.63567, -1.17499], [1.55529, 2.24835, -0.75647], [2.70686, 2.08739, 0.49394], [4.03016, 2.31157, -0.00261], [2.24428, 2.94610, 1.54846], [2.46819, 0.39420, 1.04742], [1.69789, 0.22606, 2.16339], [1.46215, -1.05485, 2.68431], [2.00242, -2.15198, 2.07006], [2.80765, -2.00840, 0.92345], [3.38270, -3.10540, 0.24713], [4.16247, -2.88053, -0.85232], [4.36692, -1.55238, -1.26758], [3.84722, -0.51715, -0.67432], [3.06483, -0.70766, 0.40076], [4.98296, -1.33661, -2.13052], [4.61219, -3.69298, -1.40099], [3.19170, -4.10624, 0.60911], [1.82269, -3.14591, 2.45523], [0.85356, -1.16377, 3.56910], [1.28929, 1.10365, 2.63859], [1.77782, 1.28917, -1.82348], [0.89290, 0.05194, -1.65057], [1.17937, -1.03105, -2.12177], [-0.23578, 0.30611, -0.97124], [-0.34237, 1.23850, -0.59834], [-1.30120, -0.65008, -0.75408], [-2.52604, -0.21446, -1.57684], [-2.67078, 0.86041, -1.46853], [-3.83544, -0.94225, -1.24864], [-4.80907, -0.14535, -0.37659], [-5.75816, -0.68855, -0.36475], [-4.99775, 0.81838, -0.85681], [-4.40430, 0.10545, 1.07803], [-5.27413, 0.54430, 1.57299], [-3.21062, 1.05271, 1.25932], [-1.88541, 0.35688, 1.58375], [-1.07743, 1.08932, 1.51821], [-1.92637, 0.02164, 2.62402], [-1.53309, -0.87007, 0.74370], [-2.30547, -1.62823, 0.86474], [-0.60824, -1.28894, 1.14824], [-3.42085, 1.73335, 2.08806], [-3.10516, 1.67527, 0.37184], [-4.20610, -0.84415, 1.57658], [-3.62387, -1.90746, -0.78769], [-4.35474, -1.15109, -2.18692], [-2.27062, -0.38979, -2.62434], [-0.93202, -1.59713, -1.16659], [1.52301, 1.73768, -2.78793], [2.82674, 0.97439, -1.85943], [2.38539, 3.94983, -1.71175], [1.38371, 4.23684, -0.27395], [0.61010, 3.77729, -1.81042]],
  "orbital_gap_ha": 0.3263,
  "e_homo_ev": -9.17,
  "smiles": "CN(CC(=O)NC1CCCCCCC1)S(=O)(=O)c1cccc2cccnc12",
  "spin_multiplicity": 1
}

Preferred: entry one; penalty for the next structure: 0.151 eV.